The following is a quantum chemistry calculation of a molecular structure, C35H26BrF4N3O2PS2Sc, from the Open Molecules 2025 dataset.

The calculation puts the energy relative to the best compared isomer or geometry (same formula, charge and spin) at 0.378 eV. Its LUMO energy is -0.0378 Eh. Its HOMO-LUMO gap is 5.91 eV.

Structure (ORCA input):
```
! wB97M-V def2-TZVPD RIJCOSX def2/J DEFGRID3
* xyz 0 1
Sc 0.623 -0.501 1.020
O -4.300 -1.741 3.380
C -4.615 -1.366 2.131
C -5.969 -1.195 1.838
C -6.366 -0.817 0.573
C -5.427 -0.598 -0.433
C -4.088 -0.752 -0.145
C -3.657 -1.131 1.128
C -2.213 -1.273 1.378
O -1.383 -0.879 0.475
N -1.819 -1.811 2.522
N -0.454 -1.837 2.541
C 0.147 -2.453 3.475
C 1.607 -2.465 3.397
C 2.384 -3.090 4.358
C 3.763 -3.093 4.199
C 4.310 -2.473 3.092
C 3.463 -1.853 2.183
N 2.139 -1.843 2.324
H -3.324 -1.847 3.433
H -6.687 -1.371 2.628
H -7.421 -0.692 0.364
H -5.745 -0.313 -1.428
H -3.338 -0.589 -0.905
H -0.384 -2.950 4.281
H 1.915 -3.565 5.209
H 4.396 -3.574 4.932
H 5.377 -2.457 2.924
H 3.839 -1.325 1.315
F 5.139 1.119 -4.826
C 3.990 0.946 -4.181
C 3.028 1.935 -4.194
F 3.242 3.063 -4.863
C 1.829 1.735 -3.524
F 0.920 2.707 -3.628
C 1.569 0.576 -2.810
P 0.098 0.274 -1.762
C -0.730 1.863 -1.454
C -2.086 2.043 -1.712
C -2.725 3.205 -1.306
C -2.017 4.196 -0.646
C -0.666 4.019 -0.380
C -0.027 2.856 -0.769
C -0.986 -0.600 -2.931
C -1.475 -1.858 -2.606
C -2.280 -2.550 -3.501
C -2.596 -1.988 -4.727
C -2.105 -0.730 -5.062
C -1.303 -0.041 -4.171
C 2.547 -0.424 -2.842
Br 2.283 -2.105 -2.017
C 3.739 -0.244 -3.512
F 4.675 -1.191 -3.541
H -2.654 1.281 -2.228
H -3.782 3.329 -1.504
H -2.519 5.101 -0.329
H -0.108 4.780 0.151
H 1.017 2.707 -0.521
H -1.245 -2.293 -1.641
H -2.663 -3.527 -3.234
H -3.224 -2.528 -5.424
H -2.350 -0.286 -6.019
H -0.933 0.944 -4.433
C 2.476 2.205 4.170
C 2.120 1.644 2.818
S 0.392 1.308 2.593
C 3.055 1.423 1.875
C 4.509 1.734 2.113
S 2.680 0.741 0.286
H 1.578 2.460 4.728
H 3.088 3.107 4.083
H 3.046 1.485 4.766
H 4.640 2.662 2.673
H 5.039 1.829 1.167
H 5.001 0.941 2.687
*
```

These are the Mulliken partial charges, in e, on atoms 1 to 2: Sc -0.09; O -0.68